Density functional theory data (ωB97M-V/def2-TZVPD) for a single C4H6OSi molecule in a non-equilibrium geometry.

Geometry as XYZ:
```
12
Properties=species:S:1:pos:R:3:forces:R:3:lowdin_charge:R:1
H 1.4197 -2.0148 -2.9335 -0.9 0.5 0.7 -0.062
H -0.6237 2.1293 0.2812 -0.1 0.1 -0.8 0.058
C -0.7629 1.6879 1.2433 -1.1 0.1 2.3 -0.024
H -1.6060 0.9352 1.2189 0.6 1.1 -0.1 0.101
C 0.7657 -0.7832 -0.4899 0.4 5.9 4.0 -0.171
H 0.0865 -3.0835 -1.2154 -0.1 0.0 -0.3 -0.083
Si 0.2478 -1.7951 -1.9448 0.8 -1.6 -0.3 0.571
O 1.1313 0.9511 2.5556 1.2 -0.3 2.5 0.125
H -1.0629 -1.6165 -2.6831 0.7 0.6 0.5 -0.078
C 0.8876 0.1686 0.4004 -0.6 -7.2 -6.1 -0.012
H -0.9781 2.5679 1.9948 0.5 -2.1 -1.2 0.122
C 0.4950 0.8531 1.5725 -1.5 2.8 -1.4 -0.548
```
Positions in Å, forces in eV/Å.

Properties
- HOMO energy (eV) = -10.27
- DFT total energy (eV) = -14166.8132
- ΔE to the lowest compared entry with this formula, charge and spin (kcal per mole) = 66.5
- max |F| (eV/A) = 9.4
- structure (SMILES) = CC(=O)C#C[SiH3]
- multiplicity = 1
- gap between HOMO and LUMO (eV) = 9.92


Density functional theory data (ωB97M-V/def2-TZVPD) for a molecular structure, C6H15NO in a non-equilibrium geometry.

Geometry as XYZ:
```
23
Properties=species:S:1:pos:R:3:forces:R:3:lowdin_charge:R:1
C 2.0233 -0.3857 0.8119 0.1 1.0 2.2 -0.049
H 2.7467 -0.0436 0.0675 -0.7 0.0 -0.6 0.086
N -1.1903 1.1887 -0.4447 1.3 0.3 -1.2 -0.009
H -0.2207 0.3241 1.2331 0.5 -2.1 1.9 0.197
H 1.1689 2.1655 1.8064 -0.8 -0.5 -2.3 0.130
H -1.1213 1.5180 -1.4454 -0.3 0.1 1.8 0.090
O -3.8670 0.1149 0.1718 0.6 1.4 -0.9 -0.179
H -1.2748 -1.2066 -0.2028 2.6 -0.5 0.1 0.139
C 0.0046 1.0709 0.1489 -1.2 -1.5 -2.4 -0.465
C 0.5228 -0.2915 0.4961 1.1 2.4 -0.3 -0.302
H 2.3412 -1.3781 1.1106 -0.3 -0.3 -0.1 0.075
H -0.4694 -2.7468 -1.6802 2.1 1.4 -0.3 0.093
H 1.6992 2.4555 0.0675 -0.9 -0.8 0.6 0.109
C 0.3893 -1.9578 -1.4798 0.2 -1.3 -1.1 -0.129
H -0.1715 -2.4154 0.5855 0.6 1.6 -0.6 0.135
H 2.2837 0.2635 1.6916 -0.3 -0.6 -0.6 0.083
H 1.4741 -2.5219 -1.4960 -2.8 1.4 0.3 0.105
H 0.4143 -1.1604 -2.3577 -0.2 -1.5 2.1 0.095
H -4.6537 0.5163 -0.3011 1.9 -0.4 0.8 0.041
H 0.2092 3.1439 0.6478 0.0 -0.8 -0.1 0.085
C -0.1111 -1.4723 -0.0756 -3.6 -1.6 -0.7 -0.273
H -2.9780 0.6265 -0.0401 -2.3 -1.0 0.1 0.017
C 0.7803 2.1921 0.6849 2.3 3.4 1.6 -0.070
```
Positions in Å, forces in eV/Å.

Properties
- HOMO energy (eV) = -7.82
- DFT total energy (eV) = -9998.2357
- ΔE to the lowest compared entry with this formula, charge and spin (kcal per mole) = 127.3
- max |F| (eV/A) = 4.4
- multiplicity = 1
- gap between HOMO and LUMO (eV) = 8.27


Density functional theory data (ωB97M-V/def2-TZVPD) for a molecular structure, C29H30CuN8OTe in a non-equilibrium geometry.

Geometry as XYZ:
```
70
Properties=species:S:1:pos:R:3:forces:R:3:lowdin_spin:R:1
C -2.3766 2.8030 -3.8195 0.0 -0.3 0.2 0.000
H -3.2795 -0.7584 -0.9174 0.0 -0.1 0.0 0.000
C 3.9139 -1.9881 2.8306 0.2 -0.1 0.2 -0.001
N 1.9461 0.9410 1.0091 0.4 -0.1 0.3 0.047
C -1.6665 0.7769 2.3035 -0.3 -0.2 0.3 0.005
N 1.1421 2.0032 0.6527 1.3 -0.2 -0.3 0.012
H -1.8582 -4.5621 3.0979 0.0 -0.1 0.1 0.000
H 3.6633 2.0869 0.9260 0.0 0.1 -0.1 0.001
C 6.0340 -0.9616 2.4555 0.1 -0.3 0.2 -0.003
C -1.6151 -3.8883 2.2949 0.0 -0.1 0.0 0.002
H 0.0129 -2.9477 3.3436 0.1 0.0 0.1 0.000
H -1.2604 4.2606 -4.9197 0.0 0.1 0.0 0.000
C -2.5302 -2.1524 -2.1688 -0.6 0.0 -0.4 0.000
H -1.3558 1.6893 -5.3381 0.1 0.0 -0.1 0.000
O -2.2846 -2.5652 -3.2754 0.2 0.4 0.4 0.000
H 3.2638 -5.5142 1.4670 0.0 -0.1 0.1 0.000
C 3.7785 -4.8081 0.8302 0.0 0.2 -0.1 0.020
H -3.0203 -3.9748 -1.3722 0.0 0.0 -0.2 0.000
H 4.4954 -4.2171 1.3877 0.1 -0.1 0.1 0.001
H -3.1419 -4.6048 0.9886 -0.1 -0.1 0.0 0.000
H -3.6516 5.6885 0.1615 -0.1 0.1 0.0 0.000
C -0.9428 -2.1464 0.3174 0.2 0.2 0.1 0.004
C -1.0098 2.9421 0.7974 -0.1 0.1 0.0 0.002
C 3.9891 0.0225 1.7331 0.0 0.3 -0.2 -0.001
N 3.2687 -1.0005 2.2226 -0.1 0.2 0.1 0.006
H 0.3095 4.1412 -0.3803 0.1 0.0 -0.1 0.000
H -3.4930 1.6402 2.5144 -0.1 -0.1 0.1 0.000
H -1.3693 5.9110 -0.7924 0.0 0.1 -0.1 0.000
Te 2.3465 -3.4979 -0.0007 -0.5 0.1 -0.2 0.164
N -2.7710 -0.8606 -1.7807 0.3 -0.3 -0.1 0.000
H -1.9798 -0.0691 2.9026 0.0 -0.1 0.0 0.001
H -1.5868 -0.4750 -4.2249 0.2 -0.4 -0.2 0.000
C 3.7693 -2.2448 -0.9245 -0.1 -0.2 0.0 0.009
H -0.6218 -1.4356 -0.4345 -0.1 0.0 -0.1 0.000
H -4.2449 3.7297 1.5156 -0.1 0.0 0.1 0.000
H 4.1380 -2.7394 -1.8104 0.2 0.0 -0.2 0.003
N -2.5818 1.7148 2.0908 0.2 -0.2 0.1 0.001
H -2.5296 4.9371 -3.8915 0.0 0.1 0.0 0.000
C -1.9674 0.4064 -3.7604 -0.4 0.2 0.7 0.000
C -0.0484 1.8793 1.0971 -0.7 0.9 -0.3 0.005
C -2.2907 2.8398 1.3260 -0.1 0.5 -0.3 0.000
C -3.2552 3.8231 1.0969 0.3 -0.1 0.0 0.000
N -2.7253 -3.0554 -1.0824 0.1 0.2 0.2 0.001
C -3.1463 1.4946 -1.9440 0.2 -0.4 -0.1 0.000
C -2.3280 -3.9101 1.1211 0.0 0.1 0.0 -0.004
C -0.5756 -2.9899 2.4414 0.1 0.0 0.1 0.001
C -2.2703 4.1054 -4.5423 0.0 0.1 -0.1 0.000
C 3.2048 1.1317 1.1423 -0.4 -0.5 0.2 0.002
C -2.0085 -3.0135 0.0955 0.0 -0.1 0.0 0.003
C -0.6857 4.0642 0.0227 -0.1 -0.1 0.1 0.001
C 5.3735 0.0741 1.8265 -0.4 0.1 -0.1 -0.001
C 5.2960 -2.0157 2.9782 -0.1 0.3 -0.2 -0.001
H -3.4518 3.5890 -2.1393 -0.1 0.2 0.1 0.000
H 4.5602 -2.0909 -0.2023 0.2 0.2 0.0 0.001
H 5.7774 -2.8221 3.5055 0.0 -0.1 0.1 0.000
C -1.6264 5.0457 -0.2034 -0.1 -0.2 0.2 0.000
N -0.2429 -2.1514 1.4640 -0.5 -0.1 0.2 0.055
C -1.8526 1.6363 -4.3807 -0.2 0.3 0.2 0.000
C -2.6211 0.3367 -2.5250 0.1 0.2 -0.1 0.000
H -3.6716 1.4336 -0.9950 0.0 0.0 0.0 0.000
C -3.0263 2.7093 -2.5883 0.2 -0.1 -0.4 0.000
H 4.2492 -5.3187 -0.0008 0.1 -0.1 0.0 0.005
H 7.1095 -0.9447 2.5500 0.1 0.0 0.0 0.000
N -0.4435 0.8062 1.8595 0.2 -0.8 0.1 0.062
H 3.2977 -2.7783 3.2393 0.0 -0.1 0.0 0.001
H 3.2809 -1.3172 -1.1855 0.0 0.2 -0.1 0.000
C -2.9150 4.9202 0.3363 0.2 0.0 0.0 0.000
H 5.9135 0.9139 1.4219 0.1 0.1 -0.1 0.000
H -2.9447 4.1286 -5.3977 0.0 0.0 0.0 0.000
Cu 1.1347 -0.8061 1.6311 -0.1 0.8 -0.4 0.595
```
Positions in Å, forces in eV/Å.

Properties
- total charge = +2
- HOMO energy (alpha / beta) (eV) = -12.55 / -12.55
- DFT total energy (eV) = -96447.9450
- ΔE to the lowest compared entry with this formula, charge and spin (kcal per mole) = 27.6
- max |F| (eV/A) = 1.3
- multiplicity = 2
- expectation value of S² = 0.762
- gap between HOMO and LUMO (alpha / beta) (eV) = 6.29 / 4.56


Density functional theory data (ωB97M-V/def2-TZVPD) for a single C23H24N4O3S molecule.

Geometry as XYZ:
```
55
Properties=species:S:1:pos:R:3:forces:R:3:lowdin_charge:R:1
C 4.6022 -0.0909 -1.6941 -0.1 -0.3 0.0 -0.140
N 4.2588 0.7127 -0.5379 0.5 0.0 -0.1 -0.100
C -2.7032 -1.8427 -0.3890 0.0 -0.1 0.0 -0.348
C -6.0116 -1.2589 -0.1729 0.2 0.1 -0.1 -0.160
H -3.7215 3.9480 -0.1425 0.0 0.0 0.0 0.087
C 1.9340 0.9508 -1.2715 0.3 -0.1 0.2 -0.008
C 2.7086 2.1238 0.6576 0.0 -0.1 0.0 -0.021
H 2.0746 0.2695 -2.0949 0.0 -0.1 -0.1 0.102
C 0.4249 2.3805 -0.0645 0.3 -0.1 -0.2 -0.245
O 5.0318 -2.0251 -0.3058 0.1 -0.1 0.0 -0.129
H 3.2367 -1.7270 -1.2784 0.1 0.0 0.0 0.120
H -0.1329 0.7839 2.3937 0.0 0.1 0.0 0.111
H 1.6838 -0.8810 2.4454 0.1 0.0 0.0 0.102
H -4.7164 -1.8256 -1.7823 0.0 0.2 0.1 0.123
C -1.3551 -0.3644 1.0645 0.1 -0.7 -0.3 -0.204
C 0.7997 -1.0669 1.8521 -0.1 0.2 0.1 -0.074
C 2.9775 1.2233 -0.3815 -0.4 0.2 0.0 -0.230
H -3.0800 3.2037 1.3561 0.1 0.1 -0.1 0.075
S -4.4662 1.7239 0.0596 -0.4 0.3 -0.1 1.023
H 4.7191 0.7841 1.5128 0.1 0.0 0.0 0.109
C -0.4446 -2.5060 0.3885 0.0 0.0 0.0 -0.003
H -6.2837 -0.4406 0.4809 -0.2 0.0 0.2 0.080
H 1.2840 3.3630 1.6382 0.0 0.1 0.1 0.113
C -1.4813 -1.5713 0.3579 0.3 0.3 0.3 -0.061
C -1.9931 2.6777 -0.4822 -0.1 0.5 0.2 -0.567
H 6.0618 0.3705 0.4254 0.0 0.0 0.1 0.129
C 4.3157 -1.5757 -1.4372 0.0 0.2 -0.3 -0.183
C -6.6322 -2.4210 -0.1138 -0.1 0.0 0.0 0.029
H 1.4943 -2.9727 1.1444 0.1 -0.1 0.0 0.102
N -0.8483 2.9109 0.2016 0.2 0.5 0.2 0.128
O -2.0609 2.2166 -1.5998 0.1 -0.1 -0.2 0.053
H 3.6385 -1.3892 1.0733 0.1 0.0 0.0 0.105
C -4.8764 -0.9774 -1.1127 -0.4 -0.2 -0.3 -0.174
H -5.0753 -0.0699 -1.6918 0.1 -0.2 0.0 0.103
C 0.6867 1.5224 -1.1240 -0.3 0.1 0.0 -0.005
N -3.6326 -0.7898 -0.3804 0.2 -0.2 -0.2 0.025
C 0.6913 -2.2506 1.1221 0.0 -0.2 -0.1 -0.078
H 3.4903 2.4057 1.3458 0.1 0.0 0.0 0.105
H 5.3127 -1.6621 1.6493 -0.1 0.0 0.0 0.128
H 4.6506 -2.1924 -2.2727 -0.1 0.0 0.0 0.127
H 5.6788 0.0302 -1.8609 -0.1 0.0 -0.1 0.129
H -7.4403 -2.6007 0.5746 -0.1 0.0 0.2 0.055
H -6.3564 -3.2399 -0.7574 0.1 -0.1 -0.2 0.065
O -2.9437 -2.8708 -0.9857 0.0 -0.1 0.0 0.085
C 4.9926 0.2308 0.6173 0.0 -0.4 0.2 -0.131
C 4.7062 -1.2630 0.8344 0.1 0.3 0.2 -0.181
H -0.5650 -3.4214 -0.1710 0.0 -0.1 0.0 0.119
H 4.0770 0.2681 -2.5772 0.0 0.0 0.0 0.118
H -0.9314 3.3360 1.1142 -0.2 -0.2 -0.2 0.141
C -0.2077 -0.1322 1.8306 0.0 -0.2 0.0 -0.016
H -0.0942 1.2832 -1.8255 0.0 0.0 0.0 0.106
C 1.4599 2.6816 0.8166 -0.1 0.0 -0.1 -0.039
N -2.3231 0.5965 0.9935 -0.5 0.1 0.2 0.104
C -3.3593 0.3686 0.2662 0.4 0.5 0.6 -0.564
C -3.2557 3.0630 0.2913 -0.2 -0.5 0.0 -0.342
```
Positions in Å, forces in eV/Å.

Properties
- HOMO energy (eV) = -7.38
- DFT total energy (eV) = -47179.0592
- ΔE to the lowest compared entry with this formula, charge and spin (kcal per mole) = 40.4
- max |F| (eV/A) = 0.9
- structure (SMILES) = C=CCn1c(SCC(=O)Nc2ccc(N3CCOCC3)cc2)nc2ccccc2c1=O
- multiplicity = 1
- gap between HOMO and LUMO (eV) = 7.87


Density functional theory data (ωB97M-V/def2-TZVPD) for a single C21H25N3O2 molecule.

Geometry as XYZ:
```
51
Properties=species:S:1:pos:R:3:forces:R:3:lowdin_charge:R:1
H -5.5636 5.5607 -1.2775 0.0 0.0 0.0 0.100
C 1.7034 -3.9056 -2.3022 0.0 0.1 0.0 -0.064
C 2.1121 -4.2617 -1.0288 0.0 0.0 0.2 -0.019
H -1.9969 3.7091 1.5530 0.1 -0.1 0.0 0.092
C 3.1128 -4.9807 1.5538 0.1 -0.3 0.0 -0.146
C 1.2552 -1.6765 -1.5512 0.0 -0.5 -0.1 -0.120
C -2.7764 4.0903 0.9133 0.1 -0.1 0.1 -0.042
H -1.2536 0.7086 -0.2813 -0.1 0.0 0.1 0.119
C 2.3456 -2.9503 2.4372 0.1 0.1 0.5 -0.429
H -5.0496 6.5993 0.9099 0.0 0.1 0.0 0.093
H 4.7434 -4.4903 2.8856 0.0 0.0 0.0 0.116
C 1.6586 -2.0298 -0.2712 -0.1 0.2 -0.1 0.049
H 3.7140 -5.7947 3.4891 0.0 0.0 0.0 0.111
C 3.7153 -4.8479 2.9534 -0.1 0.0 0.0 -0.151
H 1.7174 -4.6469 -3.0871 0.0 -0.1 -0.1 0.107
C -4.0768 4.0508 -1.0949 0.0 -0.1 -0.2 -0.037
C 0.7453 -0.3084 -1.8695 0.2 0.1 0.1 -0.450
C -4.4974 5.7368 0.5689 -0.1 0.1 0.0 -0.119
H -3.2502 5.6279 2.3038 0.0 0.0 0.1 0.100
H -0.1553 3.5218 0.0294 0.0 0.1 0.1 0.110
H 0.5601 2.1786 0.9312 0.1 0.1 0.1 0.112
C 1.2722 -2.6217 -2.5715 -0.1 0.2 0.0 -0.020
H 1.5994 -1.3240 0.5398 0.0 0.0 0.0 0.095
C -4.7798 5.1535 -0.6540 0.0 0.1 0.1 -0.101
O -0.0714 -0.1161 -2.7542 -0.1 -0.1 -0.2 0.051
H 1.9172 0.4595 -0.3875 0.0 -0.1 -0.1 0.134
H 1.9605 -4.2301 4.0874 0.0 0.0 0.0 0.129
C -0.0017 2.4425 0.0318 -0.1 -0.2 -0.2 -0.147
H 3.3500 -3.1706 4.3359 -0.1 0.0 0.0 0.122
O 1.8827 -1.8362 2.5287 -0.1 0.2 0.0 0.073
N -2.3584 2.3851 -0.7652 0.1 -0.2 -0.2 -0.143
H 2.3442 -5.7629 1.5260 0.1 0.0 -0.1 0.132
H -1.7357 1.6939 1.0931 0.0 -0.1 -0.1 0.115
H 0.2298 2.1600 -2.1068 0.1 0.1 0.0 0.117
H 1.7015 2.7126 -1.2746 -0.1 0.0 -0.1 0.121
C 2.0963 -3.3241 0.0051 -0.1 0.1 -0.3 -0.163
H 2.4235 -5.2781 -0.8507 0.0 -0.1 0.1 0.099
H 0.9397 -2.3339 -3.5563 -0.1 0.0 -0.1 0.117
C 2.8358 -3.7900 3.6041 0.1 0.0 0.0 -0.080
H 3.8737 -5.2048 0.8033 -0.1 0.0 0.0 0.124
C -3.4906 5.1898 1.3449 -0.1 0.1 0.0 -0.101
N 1.2732 0.6885 -1.1278 0.1 0.1 0.3 0.074
H -1.8931 1.0632 -2.3069 0.0 0.1 0.0 0.058
H -4.3389 3.6247 -2.0491 0.0 -0.1 -0.1 0.090
H -3.6146 1.4385 -2.1641 0.0 0.0 -0.1 0.093
C -1.3714 1.7390 0.0618 0.3 0.2 0.3 -0.170
H -2.4897 2.6326 -2.8465 0.0 0.0 -0.1 0.094
C -2.6044 1.8553 -2.0858 -0.2 0.0 -0.1 -0.058
C -3.0515 3.4842 -0.3223 -0.1 0.1 0.1 -0.229
C 0.8254 2.0601 -1.1983 -0.1 0.3 0.1 -0.169
N 2.5126 -3.6815 1.2948 0.2 -0.2 -0.1 0.011
```
Positions in Å, forces in eV/Å.

Properties
- HOMO energy (eV) = -7.22
- DFT total energy (eV) = -30749.4004
- ΔE to the lowest compared entry with this formula, charge and spin (kcal per mole) = 21.0
- max |F| (eV/A) = 0.5
- structure (SMILES) = CN(CCCNC(=O)c1cccc(N2CCCC2=O)c1)c1ccccc1
- multiplicity = 1
- gap between HOMO and LUMO (eV) = 7.79